Entry 1:
The following is a DFT calculation (ωB97M-V/def2-TZVPD) of a molecular structure, C5H6O2 in a non-equilibrium geometry.

Energy in eV: -9373.0809
HOMO-LUMO gap in eV: 10.714
E_LUMO in eV: 1.00
HOMO in eV: -9.711

```
13
Properties=species:S:1:pos:R:3:lowdin_charge:R:1
C 1.26054 0.59878 -0.90884 -0.009
C -0.54099 -0.63319 -0.49635 -0.223
H -1.39197 -1.25736 -0.76761 0.142
H 1.72114 0.11773 1.28339 0.145
C 0.21486 0.13657 -1.59309 -0.011
H -1.13850 1.22813 1.00105 0.125
H 2.07122 1.25129 -1.22272 0.106
O 0.54294 -1.31272 0.17902 -0.060
C 0.97394 0.03582 0.49694 -0.202
H -0.07887 0.28993 -2.62794 0.105
C -0.57219 0.36686 0.74861 -0.120
H -1.90107 -0.70166 1.85417 0.075
O -1.16105 -0.12017 2.05338 -0.074
```

=====

Entry 2:
The following is a DFT calculation (ωB97M-V/def2-TZVPD) of a molecular structure, C2H3O2 in a non-equilibrium geometry.

Energy in eV: -6205.7780
Charge: +1
HOMO-LUMO gap (spin up / spin down) in eV: 9.148 / 9.146
E_LUMO (spin up / spin down) in eV: -7.84 / -7.85
HOMO (spin up / spin down) in eV: -16.993 / -16.991

```
7
Properties=species:S:1:pos:R:3:lowdin_charge:R:1
O 0.60727 1.66136 1.40295 0.276
C 0.18157 -0.96395 -0.86009 0.013
H 0.57035 -1.79265 -0.28851 0.154
C -0.19839 1.00441 0.87439 0.115
H 0.08899 -0.07879 -0.03132 0.048
H -1.24594 1.06929 0.90500 0.149
O -0.00385 -0.89967 -2.00243 0.245
```

=====

Entry 3:
The following is a DFT calculation (ωB97M-V/def2-TZVPD) of C7H4N4 in the gas phase in a non-equilibrium geometry.

Energy in eV: -13279.9528
HOMO-LUMO gap in eV: 8.964
E_LUMO in eV: -0.36
HOMO in eV: -9.325

```
15
Properties=species:S:1:pos:R:3:lowdin_charge:R:1
C -3.02259 -1.55070 0.23236 -0.008
N -2.94839 1.67643 0.27109 0.107
N -3.01880 -0.34451 -0.31890 -0.117
C -0.88660 -0.97291 -0.45057 -0.164
C 0.63421 0.85730 -0.27385 -0.073
C -0.35830 1.82914 -0.17435 -0.010
H 1.24863 -1.20908 -0.12900 0.107
C -1.68736 1.39410 -0.28706 -0.176
N -3.64660 0.61277 0.28308 0.064
H -1.42790 -2.90428 0.32688 0.136
C -1.77551 0.06527 -0.67601 -0.162
H -0.10062 2.83995 0.10010 0.108
H 1.65708 1.18606 -0.15306 0.104
N -1.74229 -1.99472 0.02334 0.089
C 0.42315 -0.53836 -0.31918 -0.005
```

=====

The lowest energy belongs to which entry?
C7H4N4